No. 1
Molecular formula: C6H16N2O2
Method: DFT, the ωB97M-V functional and the def2-TZVPD basis

Element x y z (Å)
C  0.12276  -0.06176  -0.67167
C  -0.11478  0.04831  0.73422
C  0.85850  -1.24094  -1.25194
C  -0.78785  0.63007  -1.65809
C  0.81022  -0.63590  1.71391
C  -0.87110  1.20848  1.32621
N  -1.59025  -1.42666  0.35350
N  1.61095  1.39126  -0.24058
O  -2.86183  -0.77025  0.32076
O  2.84619  0.90521  -0.77775
H  -3.18433  -0.95259  -0.57251
H  3.38888  0.77078  0.01419
H  -1.55380  -1.73169  1.32907
H  1.29763  1.99084  -1.00757
H  1.90542  -0.99234  -1.45070
H  0.41993  -1.55868  -2.19899
H  0.86328  -2.13730  -0.63195
H  -0.20989  0.97042  -2.52197
H  -1.31834  1.48210  -1.23759
H  -1.53089  -0.08043  -2.02874
H  1.33341  -1.49469  1.29806
H  1.55989  0.07950  2.06306
H  0.25081  -0.96152  2.59562
H  -0.88867  2.10651  0.70883
H  -0.44118  1.52219  2.27841
H  -1.91496  0.93905  1.51424

Its relative energy (zero: lowest compared OMol25 entry of this formula, charge and spin) is 8.140 eV. As for the total energy: -497.95371 Eh. The value obtained for the largest force on an atom is 0.062 hartree/bohr. The value obtained for the frontier orbital gap (alpha / beta) is 8.05 / 8.05 eV. The LUMO energy (alpha / beta) comes out at 0.792 / 0.792 eV. The spin multiplicity is 1. As for the molar mass: 148.2 Da.

---

No. 2
Molecular formula: C2H4F2S2
Method: DFT, the ωB97M-V functional and the def2-TZVPD basis

Element x y z (Å)
C  0.11727  0.35237  -0.67728
C  0.89048  0.46597  0.55644
F  0.92036  1.70678  1.17483
F  0.50001  -0.50669  1.53693
S  -2.69904  -0.36250  0.75006
S  -2.10400  0.84997  -0.61483
H  0.64722  0.83780  -1.48997
H  -0.09056  -0.63960  -0.89746
H  1.89135  0.29881  0.27067
H  -2.59474  0.15613  2.05681

Its relative energy (zero: lowest compared OMol25 entry of this formula, charge and spin) is 1.042 eV. As for the total energy: -1074.64969 Eh. The value obtained for the largest force on an atom is 0.078 hartree/bohr. The value obtained for the frontier orbital gap is 8.98 eV. The LUMO energy comes out at -0.135 eV. The spin multiplicity is 1. As for the molar mass: 130.2 Da.

---

No. 3
Molecular formula: C2H4FNO
Method: DFT, the ωB97M-V functional and the def2-TZVPD basis

Element x y z (Å)
C  -0.47386  -1.09939  -0.18516
C  -0.12293  0.20230  0.50800
N  0.58275  1.13632  -0.10394
O  1.07387  0.90221  -1.19718
F  -0.66680  0.54971  1.72949
H  -0.48138  -1.75404  0.71159
H  0.35932  -1.29864  -0.89461
H  -1.28941  -1.11047  -0.89543
H  1.01845  2.47200  0.32725

Its relative energy (zero: lowest compared OMol25 entry of this formula, charge and spin) is 5.092 eV. As for the total energy: -308.29577 Eh. The value obtained for the largest force on an atom is 0.092 hartree/bohr. The value obtained for the frontier orbital gap (alpha / beta) is 8.47 / 8.47 eV. The LUMO energy (alpha / beta) comes out at -0.159 / -0.158 eV. The spin multiplicity is 1. As for the molar mass: 77.1 Da.

---

No. 4
Molecular formula: C33H60AgBN11O4SSbSi3
Method: DFT, the ωB97M-V functional and the def2-TZVPD basis

Element x y z (Å)
Ag  0.96929  -0.99203  0.16448
C  2.28980  -3.18253  -2.41748
C  1.27621  -3.83055  -1.50277
C  0.82206  -5.17854  -1.34483
C  0.05289  -5.16296  -0.21992
N  0.02508  -3.88830  0.25844
N  0.76756  -3.10337  -0.52112
B  -0.25165  -3.40087  1.65825
N  1.10008  -3.14230  2.35997
C  1.72128  -3.86819  3.28452
C  2.93588  -3.29161  3.50190
C  2.99212  -2.19643  2.63216
C  4.10436  -1.18166  2.39597
N  1.81881  -2.08278  1.95158
N  -1.07300  -2.07294  1.67861
C  -1.36101  -1.41616  2.80058
C  -2.66019  -1.06927  2.84967
C  -3.14665  -1.49936  1.55176
C  -4.59794  -1.46712  1.15132
N  -2.23919  -2.14121  0.87924
N  -1.04057  -4.50306  2.38278
C  -2.29555  -4.76993  2.00467
C  -3.06675  -5.09616  3.09448
C  -2.19027  -4.93191  4.17213
C  -2.65105  -5.21094  5.56091
N  -1.00043  -4.53375  3.79725
H  3.17527  -3.84663  -2.31680
H  2.58621  -2.16344  -2.12850
H  2.04841  -3.24419  -3.47179
H  1.08984  -6.02809  -1.90888
H  -0.37760  -5.92826  0.40594
H  1.18511  -4.68992  3.74786
H  3.68769  -3.57980  4.24518
H  4.66684  -1.41019  1.52543
H  4.82130  -1.12459  3.26992
H  3.63097  -0.22581  2.19832
H  -0.69696  -1.50391  3.66117
H  -3.12906  -0.46847  3.60000
H  -5.20289  -0.96924  1.90905
H  -5.00766  -2.50845  1.14191
H  -4.70513  -1.02001  0.16203
H  -2.60972  -4.76943  0.95560
H  -4.10512  -5.24185  3.12303
H  -2.71358  -6.26851  5.69644
H  -3.67699  -4.81599  5.71034
H  -2.02357  -4.86119  6.39163
C  -3.95464  4.96475  -5.46072
C  -3.30025  3.63655  -5.79337
S  -3.58589  2.55742  -4.35721
O  -5.02767  2.36953  -4.28441
O  -2.89422  3.02242  -3.16278
C  -2.75054  1.03140  -4.84242
C  -2.98187  -0.17711  -3.92649
N  -2.28771  -0.05712  -2.60345
C  -1.01706  -0.44149  -2.35764
N  -0.65400  -0.15794  -1.11390
C  -1.72212  0.40989  -0.51749
C  -2.74787  0.53926  -1.40132
N  -3.99724  1.13584  -1.09876
O  -4.02494  1.76245  -0.06836
O  -4.97864  0.94619  -1.80170
C  -0.19651  -1.20546  -3.36502
H  -3.95976  5.59801  -6.35194
H  -3.40781  5.45990  -4.61532
H  -4.98096  4.82083  -5.18157
H  -2.23607  3.79528  -5.89142
H  -3.72374  3.03215  -6.62248
H  -1.66799  1.36603  -4.90402
H  -3.21204  0.89486  -5.82928
H  -2.71248  -1.11436  -4.27328
H  -4.05854  -0.17955  -3.68167
H  -1.72877  0.66648  0.53149
H  -0.31975  -2.27163  -3.27717
H  0.88547  -1.01783  -3.23458
H  -0.45907  -0.93330  -4.36234
C  1.68328  4.53837  2.69325
Si  1.71142  2.66459  2.92640
C  3.00257  2.03505  4.18465
C  0.12525  1.90455  3.56794
Sb  1.73850  1.64160  0.57451
Si  4.18086  1.49137  -0.37024
C  4.57264  2.65280  -1.85679
C  5.59339  1.88665  0.81016
C  4.23634  -0.26894  -1.00428
Si  0.64125  3.47717  -0.84738
C  2.01093  4.77397  -0.83387
C  0.35248  2.85787  -2.65808
C  -1.00551  3.97171  -0.08348
H  1.53984  5.01272  3.71894
H  0.93637  5.00248  2.04380
H  2.66552  4.69338  2.26593
H  2.87114  2.41390  5.22139
H  3.99490  2.44995  3.89761
H  3.15262  0.95446  4.24696
H  -0.21722  2.33382  4.50634
H  0.27828  0.83407  3.77986
H  -0.69217  1.91583  2.84245
H  5.11157  3.52653  -1.43244
H  3.77039  3.07083  -2.45459
H  5.32027  2.11918  -2.46242
H  5.53116  2.87140  1.19364
H  6.50590  1.82172  0.25779
H  5.67766  1.22853  1.68079
H  3.63198  -0.27795  -1.90022
H  3.78435  -1.01907  -0.34956
H  5.19570  -0.67656  -1.30790
H  2.56923  4.62407  0.10425
H  1.62819  5.79698  -0.77055
H  2.71390  4.63652  -1.65959
H  -0.68920  2.54150  -2.85669
H  1.03257  2.01014  -2.73495
H  0.72447  3.57601  -3.43157
H  -0.88106  4.32986  0.93761
H  -1.83184  3.20708  -0.00364
H  -1.40980  4.80436  -0.62981

Its relative energy (zero: lowest compared OMol25 entry of this formula, charge and spin) is 2.189 eV. As for the total energy: -3875.29304 Eh. The value obtained for the largest force on an atom is 0.070 hartree/bohr. The value obtained for the frontier orbital gap (alpha / beta) is 7.81 / 5.37 eV. The LUMO energy (alpha / beta) comes out at -2.499 / -4.933 eV. The spin multiplicity is 2. As for the molar mass: 1031.7 Da. Its total charge is +1.

---

No. 5
Molecular formula: C51H51AsN4O6P2PbSTe
Method: DFT, the ωB97M-V functional and the def2-TZVPD basis

Element x y z (Å)
Pb  -0.78426  -1.75365  -0.07691
O  -0.14314  -6.16332  1.72043
C  -0.35797  -4.89955  1.39049
O  -0.08523  -4.42653  0.30720
C  -0.98644  -4.10004  2.48425
C  -1.38801  -4.64586  3.68850
C  -1.99800  -3.80525  4.61550
C  -2.19063  -2.47418  4.29592
C  -1.75291  -2.01470  3.05777
N  -1.15338  -2.81100  2.18930
C  -1.97351  -0.56679  2.62760
O  -2.55712  0.16897  3.40075
O  -1.51025  -0.24508  1.46628
H  0.23791  -6.63506  0.96260
H  -1.23755  -5.69610  3.89021
H  -2.32636  -4.19618  5.56907
H  -2.67086  -1.77616  4.96695
Te  4.18489  -2.23044  -0.44224
C  5.75803  -0.99873  -1.11153
C  6.19487  0.05430  -0.31943
C  7.25103  0.82378  -0.78708
N  7.87403  0.59184  -1.94007
C  7.46338  -0.44109  -2.66788
C  6.40516  -1.26702  -2.30434
C  2.97169  -0.61196  0.21311
P  2.06704  -1.00351  1.72421
C  1.82872  0.54679  2.63983
C  2.59973  1.68905  2.44483
C  2.36430  2.82327  3.20671
C  1.37400  2.81572  4.17921
C  0.63425  1.66400  4.40974
C  0.86185  0.53449  3.64221
C  3.24390  -1.91174  2.76951
C  4.40603  -1.30950  3.25251
C  5.28609  -2.03735  4.03293
C  5.00330  -3.36249  4.35204
C  3.83707  -3.95593  3.89703
C  2.95732  -3.23008  3.10380
P  2.35360  0.43752  -0.98670
C  1.68853  2.03606  -0.51499
C  2.50566  3.15040  -0.30385
C  1.93130  4.37543  -0.02270
C  0.54759  4.49601  0.05874
C  -0.26531  3.39306  -0.14417
C  0.30104  2.16148  -0.44343
C  3.28061  0.51279  -2.52609
C  4.21026  1.51269  -2.80521
C  4.83156  1.54707  -4.04369
C  4.52519  0.59551  -5.00777
C  3.60227  -0.40480  -4.73235
C  2.97887  -0.44354  -3.49582
H  5.74300  0.27134  0.64050
H  7.62144  1.65785  -0.20115
H  7.99613  -0.61626  -3.59591
H  6.10333  -2.08219  -2.94872
H  3.40074  1.68630  1.71632
H  2.95752  3.71363  3.04218
H  1.18981  3.70481  4.76750
H  -0.12724  1.64343  5.17764
H  0.29414  -0.36741  3.83647
H  4.61380  -0.26874  3.03208
H  6.18991  -1.57151  4.40267
H  5.69331  -3.92719  4.96470
H  3.61122  -4.98082  4.16007
H  2.04482  -3.69111  2.74166
H  3.58399  3.06160  -0.32150
H  2.56369  5.23894  0.13589
H  0.10576  5.45883  0.27966
H  -1.34115  3.48863  -0.07931
H  -0.34005  1.31117  -0.63498
H  4.46322  2.26330  -2.07053
H  5.56123  2.31825  -4.25118
H  5.00841  0.63497  -5.97523
H  3.36750  -1.15004  -5.48139
H  2.25997  -1.22131  -3.27411
C  -8.61695  0.47888  -0.92298
C  -7.40166  -0.42944  -0.77812
C  -6.43336  0.11776  0.26412
N  -5.30046  -0.79783  0.47489
C  -4.19956  -0.94089  -0.23232
S  -3.40771  -2.49080  -0.17632
N  -3.71612  -0.02091  -1.09506
C  -3.83070  1.38582  -1.34775
O  -3.53183  1.72831  -2.46642
C  -4.16544  2.35515  -0.28197
C  -3.94563  2.08914  1.06472
C  -4.17800  3.07630  2.00932
C  -4.62665  4.32715  1.60882
C  -4.84047  4.59839  0.25969
C  -4.60542  3.61803  -0.68673
H  -9.27963  0.10758  -1.70283
H  -8.32216  1.49576  -1.18807
H  -9.18847  0.52286  0.00521
H  -6.87988  -0.51779  -1.73514
H  -7.71637  -1.43507  -0.48842
H  -6.92433  0.22994  1.23067
H  -6.07102  1.09643  -0.02585
H  -5.49491  -1.59372  1.06614
H  -2.95986  -0.38924  -1.68336
H  -3.56487  1.13203  1.38801
H  -4.00280  2.85573  3.05383
H  -4.81295  5.09580  2.34770
H  -5.18465  5.57600  -0.05003
H  -4.76675  3.80799  -1.73935
C  -3.10221  -0.65798  -4.81426
As  -1.35782  -0.67573  -4.02971
C  -0.37338  0.78821  -4.77604
C  -0.53084  -2.33220  -4.56243
O  -1.40205  -0.57012  -2.36367
H  -3.01286  -0.65071  -5.89995
H  -3.62670  0.23317  -4.47261
H  -3.64390  -1.54790  -4.49747
H  -0.26136  0.64143  -5.85013
H  0.60751  0.84524  -4.30740
H  -0.92597  1.70740  -4.58770
H  -0.04071  -2.22755  -5.52900
H  -1.29786  -3.10222  -4.62594
H  0.19210  -2.61945  -3.80234

Its relative energy (zero: lowest compared OMol25 entry of this formula, charge and spin) is 0.304 eV. As for the total energy: -6421.64261 Eh. The value obtained for the largest force on an atom is 0.013 hartree/bohr. The value obtained for the frontier orbital gap is 6.40 eV. The LUMO energy comes out at -6.355 eV. The spin multiplicity is 1. As for the molar mass: 1319.7 Da. Its total charge is +2.